6 unconnected molecules or ions with the total composition C20H36FN2O16 in a non-equilibrium geometry. Source: OMol25; level of theory: ωB97M-V/def2-TZVPD.

Geometry as XYZ:
```
75
Properties=species:S:1:pos:R:3:mulliken_charge:R:1
F -3.6584 2.7579 -0.0806 -0.21
O 2.7880 -1.8974 -1.4047 -0.35
O 6.5641 -4.4535 -4.5015 -0.31
O -2.5805 -3.4058 -0.0865 -0.56
O -1.5959 8.9374 2.8627 -0.31
O 3.9145 -1.4520 0.5475 -0.57
O 4.9841 -1.9295 -1.4289 -0.22
O 7.9437 -2.8989 -5.4807 -0.54
O -2.2524 -5.6313 -0.5534 -0.31
O -5.7720 0.1254 2.9685 -0.55
O -8.0598 -0.0792 2.9214 -0.31
O 8.6270 -5.0351 -4.9821 -0.31
O -7.1853 1.9357 2.9068 -0.30
O -2.5400 7.7898 1.2452 -0.31
O -1.9675 4.2421 -1.1664 -0.44
O -0.4812 7.1173 2.0121 -0.56
O -1.3732 -4.8027 1.2810 -0.30
N -0.5689 0.2687 2.3786 -0.02
N 0.6637 1.3166 0.4526 -0.13
C -0.5073 9.1476 3.7600 -0.61
C -1.1467 -3.7005 2.1574 -0.31
C -1.4413 7.8714 2.0375 0.74
C -7.9042 -1.4967 2.9487 -0.60
C 6.2323 -1.7859 -0.7539 -0.65
C -6.8917 0.6111 2.9355 0.78
C -1.7025 0.4871 1.3992 -0.38
C 5.5231 -3.4786 -4.4897 -0.49
C 9.9122 -4.7161 -5.5121 -0.61
C -1.4371 1.7354 -1.2766 -0.40
C -2.4101 3.0226 -0.8379 0.55
C 3.8972 -1.7312 -0.6410 0.63
C 0.7822 0.7442 1.8480 -0.18
C -3.0172 -5.4636 -1.7456 -0.59
C 7.7331 -4.0155 -5.0337 0.76
C -0.8198 1.1726 0.1720 0.15
C -2.5160 6.7058 0.3186 -0.61
C -6.0435 2.7902 2.9176 -0.39
C -2.1160 -4.5017 0.1860 0.78
C 1.5597 -1.7174 -0.7024 -0.10
H -0.4906 2.1178 -1.8942 0.30
H -2.5372 -4.7414 -2.4137 0.28
H 0.7402 -1.8738 -1.4093 0.37
H 10.3736 -3.9029 -4.9426 0.29
H -8.9007 -1.9465 2.9342 0.22
H 6.3448 -0.7695 -0.3628 0.31
H -2.4728 5.7476 0.8464 0.22
H -2.8548 0.2550 1.4671 0.43
H -0.5919 -2.9078 1.6452 -0.05
H -6.3956 3.8251 2.8924 0.24
H -7.3577 -1.8421 2.0652 0.28
H -0.7377 10.0245 4.3712 0.22
H 1.7839 0.7010 2.4536 0.37
H -4.0396 -5.1529 -1.5077 0.29
H 6.3237 -2.5237 0.0497 0.32
H -2.0217 0.8991 -1.8553 0.34
H 5.8091 -2.6160 -3.8792 0.17
H -7.3975 -1.8118 3.8666 0.28
H -5.4226 2.6161 2.0328 0.08
H -3.0614 -6.4289 -2.2573 0.22
H -2.0944 -3.3193 2.5512 0.30
H -0.5430 -4.0551 2.9973 0.28
H -0.3838 8.2870 4.4253 0.28
H 4.6362 -3.9367 -4.0433 0.19
H 9.8383 -4.4545 -6.5726 0.29
H 5.2738 -3.1675 -5.5093 0.33
H 1.4855 -0.6984 -0.3092 -0.12
H 1.4139 1.7104 -0.1591 0.28
H -5.4625 2.6465 3.8343 0.28
H 1.4644 -2.4525 0.1032 0.23
H 10.5453 -5.6029 -5.4200 0.22
H -1.6728 6.8072 -0.3723 0.31
H -0.7361 -0.1366 3.3275 0.28
H -3.4420 6.7370 -0.2621 0.32
H 0.4162 9.3465 3.2067 0.29
H 7.0311 -1.9659 -1.4786 0.18
```

The calculation puts the calculated total energy at -2196.4476 a.u. The value obtained for the frontier orbital gap is 7.80 eV. The energy above the lowest of the compared OMol25 structures with the same formula, charge and spin is 7.703 eV. The calculation puts the HOMO energy at -12.3 eV. The total charge is +1.